Formula: C18H42NO2P2Si2Zr
Source: the Open Molecules 2025 dataset
Level of theory: ωB97M-V with the def2-TZVPD basis set

Output
Frontier orbital gap   0.2262 hartree
E_LUMO   -11.2036 eV
Total charge   +3
E_HOMO   -17.360 eV

Structure (XYZ):
```
68
Properties=species:S:1:pos:R:3:forces:R:3
Zr -0.698 -0.280 0.724 1.222 1.663 -1.200
P -1.330 2.270 1.046 -1.208 0.892 -0.421
C -3.038 1.736 0.556 -0.111 -0.225 0.421
C -3.072 1.091 -0.804 0.066 -0.178 -0.096
N -2.133 0.129 -1.024 0.209 -0.337 0.085
C -2.163 -0.584 -2.183 0.123 0.045 0.112
C -3.088 -0.296 -3.173 -0.033 -0.260 -0.216
C -4.044 0.690 -2.966 0.179 -0.027 -0.059
C -4.028 1.383 -1.758 -0.238 0.459 0.248
C -1.182 -1.721 -2.390 0.129 0.061 -0.227
P -0.363 -2.360 -0.847 -0.568 -0.934 -1.787
H -4.761 2.163 -1.535 0.196 -0.318 -0.170
H -3.050 -0.882 -4.096 -0.149 0.267 0.300
H -4.792 0.907 -3.730 0.221 -0.031 0.249
H -1.710 -2.589 -2.833 0.230 0.443 0.122
H -0.395 -1.428 -3.114 -0.425 -0.107 0.407
H -3.323 0.953 1.321 -0.171 1.538 -0.942
H -3.666 2.623 0.599 -0.428 -0.199 0.072
H -2.062 -2.159 2.426 -0.485 0.847 -0.397
O -2.378 -0.867 1.833 -0.719 -0.544 0.947
H -3.263 -0.599 2.176 0.925 -0.472 -0.251
H -0.498 -2.491 2.409 -1.069 -1.603 1.118
O -1.386 -2.964 2.555 1.383 0.352 -0.045
H -1.451 -3.459 3.399 0.310 0.109 -0.011
C -1.494 -3.732 -0.458 -0.191 -0.248 0.427
H -1.373 -4.510 -1.225 -0.083 0.217 0.202
H -1.252 -4.159 0.523 -0.142 -0.096 -0.420
H -2.539 -3.391 -0.453 0.254 -0.072 0.061
C 1.089 -3.215 -1.498 0.636 -0.042 0.129
H 1.788 -3.427 -0.680 -0.063 -0.043 -0.299
H 0.776 -4.165 -1.952 0.022 0.295 0.099
H 1.602 -2.606 -2.253 -0.155 -0.120 0.263
C -0.912 3.566 -0.156 0.338 -0.077 -0.341
H -1.572 4.434 -0.008 0.188 -0.304 -0.008
H 0.132 3.883 -0.011 -0.308 -0.040 -0.044
H -1.021 3.199 -1.185 0.075 0.073 0.250
C -1.602 3.228 2.569 0.155 -0.233 0.498
H -0.629 3.404 3.055 -0.343 0.035 -0.086
H -2.061 4.202 2.328 0.154 -0.444 0.021
H -2.250 2.677 3.267 0.236 0.201 -0.163
C 3.736 -0.548 -1.428 -0.109 -0.101 0.071
Si 2.451 0.801 -1.237 0.609 0.497 -0.268
C 3.356 2.441 -1.025 -0.193 -0.206 0.032
C 1.444 0.918 -2.816 -0.044 0.020 0.014
C 1.315 0.598 0.289 -1.509 -0.291 -0.181
Si 2.021 -0.159 1.827 2.159 0.416 -0.624
C 3.386 0.919 2.503 -0.243 -0.074 0.479
C 0.594 -0.225 3.078 -0.955 0.000 0.088
C 2.700 -1.900 1.656 -0.319 0.058 0.115
H 4.302 -0.336 -2.347 -0.122 -0.060 0.221
H 3.304 -1.550 -1.529 0.197 0.134 0.019
H 4.454 -0.563 -0.598 -0.090 0.014 -0.182
H 4.012 2.599 -1.892 -0.137 0.010 0.212
H 2.655 3.286 -0.980 0.160 -0.102 -0.029
H 3.979 2.468 -0.121 -0.111 0.006 -0.203
H 0.973 -0.032 -3.092 0.129 0.152 -0.043
H 0.659 1.683 -2.747 0.125 -0.107 -0.044
H 2.121 1.207 -3.637 -0.255 -0.106 0.216
H 1.147 1.675 0.527 0.331 -0.477 0.088
H 3.018 1.926 2.744 0.146 -0.167 -0.056
H 3.780 0.467 3.426 0.016 0.207 -0.178
H 4.217 1.016 1.791 -0.257 -0.107 0.118
H -0.506 -0.132 2.792 0.862 -0.044 1.377
H 0.724 -1.104 3.725 -0.350 0.185 0.057
H 0.770 0.668 3.703 -0.221 -0.266 -0.122
H 1.955 -2.660 1.378 0.102 -0.068 0.058
H 3.510 -1.940 0.919 -0.192 -0.009 0.160
H 3.116 -2.178 2.637 -0.088 -0.059 -0.246
```
Forces are in eV/Å.

=====

Formula: C18H43B3O11P2
Source: the Open Molecules 2025 dataset
Level of theory: ωB97M-V with the def2-TZVPD basis set

Output
Frontier orbital gap   0.3182 hartree
E_LUMO   0.2862 eV
Energy relative to the best compared isomer or geometry (same formula, charge and spin)   0.0 kJ/mol
Total charge   0
E_HOMO   -8.374 eV
SMILES string   C=CB1OB(P(O)O)OB(P(CC)CC)O1.COCCOCCOC.COCCOCCOC

Structure (XYZ):
```
77
Properties=species:S:1:pos:R:3:forces:R:3
C 6.067 -2.655 -1.415 -0.167 0.222 0.041
C 5.774 -1.555 -0.711 -0.018 -0.265 0.434
B 4.286 -1.115 -0.545 -0.003 0.450 0.768
O 3.522 -1.332 0.605 0.153 -1.063 -0.412
B 2.209 -1.667 0.350 -0.022 1.074 0.771
P 1.172 -3.143 1.148 -0.780 -0.260 -0.289
O 0.954 -2.506 2.652 0.572 -0.094 0.018
O 2.333 -4.310 1.352 0.238 0.450 0.035
O 1.561 -0.951 -0.647 -0.173 -1.245 -0.472
B 2.328 -0.935 -1.806 0.366 0.993 0.121
P 1.604 -1.560 -3.490 -0.999 0.166 -0.259
C 2.310 -0.394 -4.740 0.289 -0.182 -0.007
C 1.613 -0.555 -6.106 0.084 -0.125 0.099
C 2.550 -3.118 -3.811 0.186 0.096 0.408
C 1.932 -4.310 -3.081 0.117 -0.088 -0.309
O 3.649 -0.529 -1.634 0.130 -0.973 -0.262
H 5.357 -3.478 -1.452 -0.283 0.320 -0.851
H 6.979 -2.761 -1.992 0.447 -0.435 0.816
H 6.577 -0.983 -0.248 0.089 0.568 -0.904
H 0.852 -3.191 3.322 -0.224 0.009 0.016
H 1.940 -5.135 1.056 0.045 -0.177 0.047
H 2.199 0.618 -4.350 -0.007 0.017 -0.033
H 3.381 -0.579 -4.851 0.040 0.126 0.117
H 1.108 0.360 -6.409 -0.019 0.003 -0.033
H 2.333 -0.822 -6.879 -0.009 0.094 -0.047
H 0.868 -1.353 -6.082 -0.068 0.044 -0.001
H 3.601 -3.002 -3.533 0.058 -0.024 -0.148
H 2.499 -3.277 -4.890 0.027 0.045 -0.028
H 0.880 -4.417 -3.343 -0.071 0.080 0.150
H 2.426 -5.233 -3.388 0.078 -0.022 0.128
H 2.024 -4.216 -1.997 -0.078 -0.006 0.018
C -1.058 1.433 -1.095 0.059 0.063 -0.029
O -1.608 1.532 -2.389 -0.220 -0.087 0.123
C -1.539 0.345 -3.159 0.064 0.159 -0.093
C -2.844 0.046 -3.865 0.039 0.004 -0.124
O -3.913 -0.345 -3.021 -0.041 -0.099 -0.014
C -4.519 0.617 -2.176 -0.018 0.007 0.094
C -5.324 1.686 -2.882 -0.052 0.160 0.086
O -4.502 2.606 -3.574 0.134 -0.195 -0.097
C -4.967 2.977 -4.850 -0.014 0.083 0.038
H 0.025 1.601 -1.102 0.010 -0.060 0.011
H -1.523 2.203 -0.480 0.030 0.028 -0.016
H -1.256 0.455 -0.644 0.008 0.002 -0.001
H -1.253 -0.514 -2.546 -0.001 0.040 0.053
H -0.769 0.478 -3.932 0.033 -0.154 0.006
H -2.659 -0.827 -4.498 -0.017 0.000 0.004
H -3.128 0.869 -4.524 0.005 0.098 0.135
H -3.799 1.067 -1.490 0.054 0.084 -0.123
H -5.228 0.043 -1.574 0.022 -0.009 0.012
H -5.893 2.231 -2.116 -0.102 -0.074 -0.026
H -6.039 1.213 -3.565 0.038 -0.012 -0.026
H -5.391 2.122 -5.388 0.003 0.003 -0.003
H -4.113 3.351 -5.414 -0.007 0.043 0.022
H -5.721 3.770 -4.791 -0.042 -0.039 -0.016
C 1.219 0.297 3.850 0.026 0.096 0.101
O 0.870 0.571 5.192 -0.169 0.166 -0.081
C 1.601 1.612 5.805 0.082 -0.138 0.100
C 0.708 2.563 6.574 0.041 0.014 0.079
O -0.142 3.370 5.777 0.008 0.093 -0.002
C -1.242 2.774 5.112 -0.034 -0.002 -0.088
C -2.361 2.292 6.009 -0.131 -0.118 -0.060
O -1.999 1.139 6.744 0.226 0.113 0.063
C -2.413 1.137 8.090 -0.058 -0.070 -0.027
H 2.070 -0.388 3.792 0.031 0.044 -0.056
H 0.362 -0.178 3.378 0.019 -0.059 0.031
H 1.453 1.218 3.305 0.019 -0.002 0.007
H 2.178 2.176 5.063 -0.045 -0.001 -0.031
H 2.308 1.173 6.523 0.086 0.085 -0.036
H 1.370 3.274 7.076 -0.019 0.004 0.010
H 0.153 2.032 7.350 -0.058 -0.101 -0.121
H -0.925 1.980 4.433 0.023 -0.092 0.128
H -1.660 3.578 4.501 0.024 -0.001 -0.012
H -3.217 2.045 5.366 -0.049 0.115 0.024
H -2.662 3.103 6.682 0.042 -0.005 0.020
H -2.301 2.126 8.547 0.002 -0.003 0.003
H -1.779 0.433 8.628 -0.030 -0.036 -0.015
H -3.456 0.816 8.192 -0.016 0.056 0.015
```
Forces are in eV/Å.

=====

Formula: C18H43ClN
Source: the Open Molecules 2025 dataset
Level of theory: ωB97M-V with the def2-TZVPD basis set

Output
Frontier orbital gap   0.1011 hartree
E_LUMO   3.0459 eV
Energy relative to the best compared isomer or geometry (same formula, charge and spin)   989.4 kJ/mol
Total charge   -1
E_HOMO   0.294 eV

Structure (XYZ):
```
63
Properties=species:S:1:pos:R:3:forces:R:3
Cl 1.214 0.239 0.395 -11.917 -11.799 -5.828
C -1.643 2.508 -1.650 -1.117 -2.946 -3.812
C -2.030 0.931 -1.706 -0.552 1.038 0.233
N -2.795 0.495 -2.922 1.657 1.307 -1.826
C -2.668 -0.935 -3.330 -0.446 -0.059 4.917
C -3.409 -1.954 -2.265 2.708 2.493 2.061
C -4.120 1.110 -3.072 0.237 1.964 0.620
C -4.408 1.302 -4.511 -2.927 -0.494 0.047
H -1.331 3.047 -0.806 0.064 0.111 1.341
H -2.407 2.932 -2.271 -1.149 1.083 0.568
H -0.916 2.542 -2.441 1.376 0.208 0.067
H -2.897 0.761 -1.063 1.289 -0.252 1.983
H -1.022 0.443 -1.577 -1.777 -0.345 0.216
H -1.636 -1.203 -3.241 0.892 0.212 0.276
H -2.877 -1.298 -4.287 -1.151 0.510 -1.868
H -3.263 -2.952 -2.628 -0.240 -0.645 0.155
H -4.413 -1.646 -2.103 -1.155 -0.199 -0.369
H -2.963 -1.809 -1.091 -0.699 -0.573 -3.442
H -4.533 2.127 -2.639 2.654 -1.032 -0.062
H -4.794 0.583 -2.474 -1.812 -1.966 0.229
H -4.336 0.371 -5.005 0.117 -0.947 -0.994
H -3.810 2.017 -4.974 1.517 1.073 -0.542
H -5.442 1.693 -4.668 0.392 -0.443 0.161
C 0.719 -2.004 -0.909 -3.175 1.948 0.468
C 2.090 -1.792 -0.446 3.531 -4.038 -0.353
C 2.961 -0.898 -1.383 0.687 1.712 1.665
C 4.520 -1.061 -1.209 0.242 2.532 0.476
C 4.955 -0.844 0.317 -0.417 3.801 -1.363
C 6.513 -0.683 0.329 -1.364 -6.127 4.866
H -0.001 -2.691 -0.334 1.124 1.529 -0.308
H 0.857 -2.448 -1.791 0.155 -2.307 -4.056
H 0.293 -0.950 -1.215 0.108 -2.638 0.929
H 2.602 -2.860 -0.433 -0.654 1.575 -0.047
H 2.030 -1.453 0.573 1.283 -0.979 -0.137
H 2.516 0.210 -1.178 2.166 -2.490 -0.809
H 2.891 -0.992 -2.425 -1.175 -0.912 -1.605
H 5.090 -0.285 -2.154 -1.420 -2.227 3.337
H 4.959 -2.043 -1.272 -0.476 -0.792 -1.402
H 4.504 -1.570 1.005 0.667 -0.489 -0.545
H 4.396 0.095 0.676 1.078 -0.798 -0.433
H 6.824 -1.822 0.016 0.025 2.894 0.436
H 6.912 -0.587 1.456 -0.784 -0.118 -2.407
H 6.949 0.035 -0.230 1.005 2.218 -2.100
C -2.434 -0.238 5.809 -4.927 0.155 -5.264
C -1.420 -0.525 4.739 3.879 2.696 3.839
C -0.701 0.730 4.136 1.906 -2.157 2.353
C 0.159 0.432 2.914 -0.937 2.537 1.428
C 0.972 1.639 2.554 0.446 2.147 -0.514
C 1.601 1.720 1.151 0.798 7.928 4.565
H -2.010 0.023 6.659 1.521 0.842 4.362
H -3.127 -1.157 5.761 0.956 1.370 1.104
H -3.142 0.658 5.451 1.338 -1.668 0.836
H -1.979 -0.928 4.027 -1.339 -2.703 -3.452
H -0.658 -1.092 5.352 -0.599 -0.460 -1.693
H -0.088 1.260 4.915 -0.336 -0.629 -0.307
H -1.503 1.359 4.006 -1.649 1.976 -1.304
H -0.488 0.211 2.162 -1.962 -0.767 -2.368
H 0.826 -0.361 2.951 1.022 -1.863 0.811
H 1.792 1.626 3.245 0.754 0.408 0.459
H 0.451 2.617 2.722 -0.062 -0.839 -0.048
H 2.223 0.893 0.924 7.725 2.216 3.474
H 2.413 2.415 1.183 1.616 3.171 0.848
H 1.054 2.046 0.261 -0.716 3.044 0.126
```
Forces are in eV/Å.

=====

Formula: C18H43N
Source: the Open Molecules 2025 dataset
Level of theory: ωB97M-V with the def2-TZVPD basis set

Output
Frontier orbital gap   0.3374 hartree
E_LUMO   0.8263 eV
Energy relative to the best compared isomer or geometry (same formula, charge and spin)   5.2 kJ/mol
Total charge   0
E_HOMO   -8.355 eV

Structure (XYZ):
```
62
Properties=species:S:1:pos:R:3:forces:R:3
C -2.305 118.253 86.771 -2.247 2.344 2.262
C -1.374 119.203 87.518 0.231 -0.878 -2.804
N -0.032 118.891 87.121 1.897 -2.699 -0.164
C 0.825 119.965 87.211 -0.814 4.958 0.272
C 1.086 120.663 88.654 -0.344 -2.784 0.629
C 0.575 117.691 87.868 -3.214 1.416 -0.762
C 1.862 117.206 87.406 3.607 2.644 -1.825
H -1.834 118.239 85.875 0.522 -0.371 -3.347
H -3.359 118.601 86.785 0.622 0.439 -0.623
H -2.486 117.286 87.119 0.732 -1.747 1.043
H -1.345 119.102 88.501 -0.897 -0.363 4.912
H -1.496 120.263 87.323 -0.645 0.002 -0.411
H 0.050 120.946 86.651 3.110 -2.537 1.039
H 1.814 119.765 86.718 -0.991 0.522 0.241
H 1.545 121.560 88.442 1.450 1.938 -0.318
H 1.621 120.124 89.501 0.183 0.122 -1.606
H 0.230 120.935 89.245 -1.217 0.121 -0.461
H -0.188 116.948 87.786 -0.447 -0.904 -0.527
H 0.519 117.878 88.911 0.486 0.604 1.389
H 1.998 117.415 86.272 -0.424 -1.148 1.667
H 2.118 116.244 87.775 -0.152 -1.198 -0.312
H 2.754 117.818 87.812 -1.379 -0.477 -0.310
C 8.687 113.213 87.863 0.278 3.633 0.618
C 7.663 114.478 87.952 7.375 2.896 2.554
C 8.326 115.767 87.329 -3.236 -0.704 -3.440
C 7.320 116.975 87.306 -1.091 -3.673 1.657
C 6.151 116.769 86.407 -4.112 1.533 -0.075
C 5.622 118.211 85.710 2.657 -3.141 4.120
H 9.346 113.295 88.733 0.174 -0.437 -0.413
H 9.227 113.006 86.904 -0.453 1.006 0.763
H 8.017 112.470 87.963 -1.765 -3.294 0.745
H 7.199 114.874 88.932 1.347 -1.338 -0.778
H 6.908 114.259 87.432 -6.063 -1.787 -4.364
H 8.701 115.720 86.150 -1.117 -0.611 2.818
H 9.178 116.040 87.805 2.574 0.744 1.846
H 7.858 117.638 86.795 2.295 3.756 -1.026
H 6.914 117.245 88.321 0.926 0.150 -0.914
H 5.260 116.280 86.969 1.314 0.726 -1.011
H 6.236 116.279 85.471 1.052 -1.451 -0.434
H 4.938 117.942 85.032 -1.840 -0.760 -3.467
H 6.555 118.660 85.489 0.282 1.017 -0.889
H 5.042 118.670 86.432 -0.639 1.743 1.696
C 1.213 116.884 83.312 -3.017 0.492 1.484
C 1.869 118.214 83.177 -0.729 1.184 -1.083
C 0.732 119.397 83.428 4.590 -1.469 1.580
C 1.445 120.743 83.560 -1.013 1.865 -1.191
C 0.353 121.940 83.601 3.802 -0.382 -5.025
C 1.012 123.292 83.287 -2.751 1.826 1.471
H 1.234 116.385 84.292 -0.804 1.217 0.677
H 1.601 116.063 82.909 2.817 -2.899 -2.979
H 0.195 116.809 82.847 0.416 0.535 0.849
H 2.102 118.355 82.049 0.476 -0.153 1.955
H 2.772 118.185 83.885 -1.117 0.866 -1.289
H 0.323 119.153 84.377 -0.869 -0.220 0.893
H 0.018 119.257 82.670 -0.872 0.343 -1.122
H 2.178 120.884 82.688 -0.872 -0.061 1.304
H 1.948 120.940 84.561 -0.118 -0.960 -1.358
H 0.106 121.877 84.535 -1.925 0.255 5.565
H -0.528 121.824 83.020 -0.626 -0.620 -0.883
H 1.744 123.445 84.139 -0.231 0.334 -1.658
H 0.118 124.141 83.449 2.415 -1.924 -0.338
H 1.305 123.421 82.217 0.406 -0.239 1.160
```
Forces are in eV/Å.